ORCA calculation (ωB97M-V/def2-TZVPD) on a structure of composition C40H37InN7PSe.

XYZ file:
```
87
C40H37InN7PSe, DFT ωB97M-V/def2-TZVPD
In 2.0050 0.8766 -0.8090
N 3.6473 -1.8621 2.8944
C 3.3598 -0.9144 2.0079
N 2.7962 -1.1154 0.8549
C 2.4758 -2.4159 0.4735
N 1.9922 -2.6965 -0.6895
N 1.7421 -1.5866 -1.5036
C 1.7868 -1.8537 -2.7466
C 1.4207 -0.8345 -3.7549
C 1.2000 -1.1963 -5.0700
C 0.8069 -0.2132 -5.9701
C 0.6655 1.0878 -5.5240
C 0.9282 1.3624 -4.1880
N 1.2920 0.4231 -3.3224
C 2.6966 -3.5017 1.4369
C 2.3321 -4.8250 1.1757
C 2.5826 -5.8083 2.1083
C 3.2048 -5.4858 3.3176
C 3.5693 -4.1849 3.5948
C 3.3095 -3.2010 2.6475
H 4.1128 -1.6155 3.7547
H 3.6195 0.0990 2.2975
H 2.0623 -2.8523 -3.0807
H 1.3362 -2.2233 -5.3827
H 0.6165 -0.4643 -7.0049
H 0.3640 1.8821 -6.1924
H 0.8556 2.3735 -3.8019
H 1.8585 -5.0556 0.2312
H 2.3051 -6.8330 1.9022
H 3.4029 -6.2612 4.0459
H 4.0514 -3.9298 4.5311
N -1.8398 2.7994 1.4004
P -0.5642 2.7064 2.4642
C -1.1904 3.5685 3.8914
C -2.0608 2.8969 4.7540
C -2.6534 3.5953 5.7933
C -2.3831 4.9484 5.9641
C -1.5095 5.6089 5.1108
C -0.9041 4.9220 4.0679
C 0.8240 3.5453 1.7090
C 2.1406 3.1298 1.9084
C 3.1819 3.8159 1.3069
C 2.9132 4.8966 0.4791
C 1.6036 5.3025 0.2592
C 0.5569 4.6324 0.8726
C -2.0121 2.0476 0.2267
C -3.0890 2.2919 -0.6220
C -3.2409 1.4630 -1.7133
C -2.3335 0.4247 -1.9157
C -1.2995 0.2844 -1.0161
N -1.1159 1.0979 0.0366
H -2.6265 3.3485 1.7178
H -2.2576 1.8391 4.6228
H -3.3222 3.0845 6.4733
H -2.8538 5.4909 6.7735
H -1.2918 6.6579 5.2611
H -0.1996 5.4290 3.4205
H 2.3544 2.2737 2.5338
H 4.2035 3.5045 1.4779
H 3.7270 5.4206 -0.0045
H 1.3964 6.1470 -0.3842
H -0.4620 4.9578 0.7033
H -3.7866 3.0946 -0.4196
H -4.0662 1.6144 -2.3965
H -2.4345 -0.2611 -2.7450
H -0.5871 -0.5279 -1.1269
C 1.2740 -1.3331 8.5622
C 0.9836 -0.8120 7.1803
C 0.3853 -1.6139 6.2170
C 0.0718 -1.1406 4.9503
C -0.5950 -2.0875 3.9773
C 0.3927 0.1959 4.6405
Se -0.1502 0.5553 2.8000
C 1.0294 1.0250 5.5680
C 1.4871 2.4415 5.3512
C 1.2982 0.4889 6.8278
H 1.2180 -2.4197 8.5986
H 0.5511 -0.9393 9.2790
H 2.2648 -1.0275 8.8984
H 0.1365 -2.6417 6.4597
H -0.7116 -3.0689 4.4337
H -0.0120 -2.2223 3.0616
H -1.5874 -1.7402 3.6831
H 1.4795 2.7465 4.3126
H 2.5128 2.5576 5.7037
H 0.8677 3.1471 5.9066
H 1.7860 1.1287 7.5566
```

The calculation puts the HOMO-LUMO gap at 0.2866 Ha. As for the net charge: +2. The calculation puts the energy relative to the best compared isomer or geometry (same formula, charge and spin) at 13.5 kcal/mol. Its spin multiplicity is 1. Its total energy is -132309.3686 eV. The HOMO energy is -0.47279 Eh.

=====

ORCA calculation (ωB97M-V/def2-TZVPD) on a structure of composition C40H37N3O6PRb.

XYZ file:
```
88
C40H37N3O6PRb, DFT ωB97M-V/def2-TZVPD
Rb 0.8178 -0.1755 0.1813
C 0.9665 -1.8648 -3.3134
C -0.1789 -0.8538 -3.2077
O -1.3263 -1.3189 -3.4847
C 0.0139 0.4761 -2.8292
C 1.2142 1.1700 -2.4125
C 2.5918 0.6871 -2.8009
N 1.0687 2.1712 -1.6005
N 2.2329 2.8607 -1.2198
C 2.6495 2.6605 -0.0028
O 2.2550 1.8655 0.9165
C 3.8575 3.5140 0.3537
C 4.4845 3.3240 1.5809
C 5.5948 4.0769 1.9396
C 6.0981 5.0381 1.0766
C 5.4781 5.2389 -0.1530
C 4.3714 4.4854 -0.5090
H 0.5202 -2.8534 -3.2096
H 1.7481 -1.7515 -2.5632
H 1.4333 -1.8098 -4.3022
H -0.8983 1.0596 -2.7342
H 2.5648 0.1489 -3.7470
H 3.0085 -0.0006 -2.0557
H 3.2675 1.5409 -2.8586
H 4.0794 2.5702 2.2425
H 6.0696 3.9083 2.9006
H 6.9657 5.6269 1.3542
H 5.8598 5.9876 -0.8396
H 3.8732 4.6201 -1.4596
O 0.6829 0.7338 3.0420
N -0.5042 1.2204 2.5059
C -1.3228 1.6425 3.3729
C -2.5893 2.2858 3.0016
C -3.2581 2.9115 4.0600
C -4.4140 3.6447 3.8720
C -4.9231 3.7688 2.5901
C -4.2858 3.1345 1.5343
C -3.1290 2.3689 1.6954
P -2.3744 1.5414 0.2088
C -3.4671 2.1017 -1.1451
C -2.9189 3.0655 -1.9906
C -3.6457 3.5417 -3.0740
C -4.9124 3.0422 -3.3324
C -5.4525 2.0589 -2.5132
C -4.7324 1.5899 -1.4268
C -2.9783 -0.1667 0.4550
C -2.5665 -1.1200 -0.4808
C -3.0171 -2.4296 -0.3927
C -3.8490 -2.8146 0.6475
C -4.2372 -1.8819 1.5992
C -3.8139 -0.5651 1.4987
H 1.2821 0.9094 2.2827
H -1.0645 1.6172 4.4330
H -2.8339 2.8246 5.0540
H -4.8991 4.1194 4.7162
H -5.8203 4.3459 2.4007
H -4.7154 3.2356 0.5479
H -1.9031 3.4038 -1.8156
H -3.2036 4.2806 -3.7307
H -5.4716 3.3989 -4.1896
H -6.4306 1.6474 -2.7327
H -5.1388 0.8101 -0.7931
H -1.8874 -0.8885 -1.2985
H -2.6833 -3.1345 -1.1433
H -4.1848 -3.8426 0.7271
H -4.8760 -2.1791 2.4238
H -4.1364 0.1581 2.2374
C 5.5415 -5.7297 -1.5692
O 4.5336 -6.4133 -0.8658
C 3.5305 -5.6431 -0.3129
C 2.5248 -6.3697 0.3537
C 1.4927 -5.6625 0.9175
C 1.3732 -4.2617 0.8626
C 0.2024 -3.6364 1.4648
C -0.6904 -4.4744 2.3828
O -0.1402 -2.4744 1.2888
C 2.4238 -3.4986 0.1988
O 2.4804 -2.2504 0.1314
C 3.4906 -4.2825 -0.3858
H 6.2250 -6.4934 -1.9392
H 6.0881 -5.0374 -0.9210
H 5.1347 -5.1659 -2.4143
H 2.5842 -7.4490 0.3891
H 0.7143 -6.2263 1.4172
H -0.1199 -5.0202 3.1347
H -1.2636 -5.2014 1.8031
H -1.3865 -3.7881 2.8601
H 4.2548 -3.7047 -0.8859
```

The calculation puts the HOMO-LUMO gap at 0.1732 Ha. As for the net charge: -2. The calculation puts the energy relative to the best compared isomer or geometry (same formula, charge and spin) at 28.2 kcal/mol. Its spin multiplicity is 1. Its total energy is -68779.7303 eV. The HOMO energy is -0.03090 Eh.

=====

ORCA calculation (ωB97M-V/def2-TZVPD) on a cluster of 3 separate species, C40H37N4O9P2 in total at a distorted geometry.

XYZ file:
```
92
C40H37N4O9P2, DFT ωB97M-V/def2-TZVPD
C 3.7032 3.6919 2.1544
P 5.4363 3.2259 1.9347
O 5.7278 3.8824 0.4562
C 5.4313 1.3721 1.6089
N 6.5196 0.8067 2.1804
C 6.8252 -0.4937 2.1245
C 5.9946 -1.3490 1.4411
C 4.8649 -0.8151 0.8261
C 3.9362 -1.7389 0.0854
O 3.0634 -2.3305 0.6525
O 4.0582 -1.8322 -1.2594
P 5.4397 -1.3650 -2.0579
O 6.0877 -2.8522 -2.1170
O 4.6815 -1.2383 -3.4748
C 4.5533 0.5452 0.9068
C 3.2976 1.0431 0.2525
C 3.5467 1.7725 -1.0801
C 2.2867 1.8909 -1.9651
C 0.9490 1.6924 -1.2470
N 0.4819 0.3033 -1.3805
C -0.3374 -0.1685 -0.3568
N -0.9894 0.6575 0.3599
N -0.4255 -1.5690 -0.2342
H 3.1807 3.0353 2.8483
H 3.7110 4.7143 2.5373
H 3.1855 3.7247 1.1928
H 6.4443 3.4252 -0.0002
H 7.1503 1.4320 2.6789
H 7.7292 -0.8258 2.6150
H 6.2442 -2.4011 1.3848
H 7.0282 -2.7438 -2.3175
H 5.2422 -0.7101 -4.0598
H 2.6914 0.1631 0.0191
H 2.6887 1.6270 0.9393
H 4.0093 2.7464 -0.9189
H 4.2865 1.1744 -1.6260
H 2.2743 2.8763 -2.4316
H 2.3334 1.1723 -2.7878
H 0.2084 2.3247 -1.7405
H 0.9612 2.0126 -0.2035
H 1.2404 -0.3425 -1.5565
H -1.5834 0.1383 1.0014
H 0.1609 -2.0806 -0.8812
H -0.2238 -1.8658 0.7108
C -5.0970 -8.5821 -0.1821
C -5.0158 -8.2995 -1.5414
C -3.9626 -7.5481 -2.0344
C -2.9896 -7.0672 -1.1675
C -3.0816 -7.3350 0.2011
C -4.1333 -8.1011 0.6877
C -2.0757 -6.7980 1.1585
O -2.1447 -7.0304 2.3459
C -0.9738 -5.9515 0.6107
C -0.0502 -5.3947 1.4874
C 0.9848 -4.6149 1.0007
C 1.1097 -4.3934 -0.3687
C 0.1886 -4.9462 -1.2437
C -0.8595 -5.7185 -0.7584
C -1.8565 -6.2755 -1.7207
O -1.7418 -6.0816 -2.9115
H -5.9171 -9.1760 0.1986
H -5.7761 -8.6684 -2.2168
H -3.8879 -7.3276 -3.0901
H -4.1900 -8.3117 1.7466
H -0.1538 -5.5765 2.5484
H 1.6967 -4.1795 1.6881
H 1.9163 -3.7941 -0.7588
H 0.2700 -4.7804 -2.3097
C -4.2056 8.0150 -2.3413
C -5.3370 8.4597 -1.6658
C -5.7759 7.7962 -0.5328
C -5.0907 6.6778 -0.0752
C -3.9658 6.2194 -0.7642
C -3.5220 6.8981 -1.8925
C -3.2358 4.9982 -0.3188
O -2.2508 4.6072 -0.9114
C -3.7559 4.2721 0.8751
C -3.1258 3.1006 1.2773
C -3.5858 2.4218 2.3929
C -4.6698 2.9105 3.1147
C -5.3040 4.0740 2.7134
C -4.8550 4.7545 1.5888
C -5.5712 5.9892 1.1570
O -6.5151 6.4170 1.7850
H -3.8608 8.5398 -3.2223
H -5.8756 9.3267 -2.0245
H -6.6512 8.1365 0.0029
H -2.6445 6.5412 -2.4134
H -2.2833 2.7219 0.7137
H -3.0989 1.5064 2.7041
H -5.0232 2.3796 3.9890
H -6.1506 4.4608 3.2635
```

The calculation puts the HOMO-LUMO gap at 0.2252 Ha. As for the net charge: +1. Its spin multiplicity is 1. Its total energy is -85043.1993 eV. The HOMO energy is -0.39926 Eh.

=====

Table of E_LUMO (eV), in record order: -5.1; 3.9; -4.7